# 1
This record from the OMol25 dataset describes a molecular structure, C27H28ClFN5O5Pt. The level of theory is ωB97M-V with the def2-TZVPD basis set.

ORCA input file:
```
! wB97M-V def2-TZVPD RIJCOSX def2/J DEFGRID3
* xyz 1 1
Pt -0.10 0.81 0.62
C 3.72 1.77 6.46
C 3.73 0.32 6.00
N 2.68 0.05 5.01
C 2.98 0.17 3.70
C 2.09 0.02 2.67
C 2.66 0.24 1.27
O 3.87 0.24 1.17
O 1.85 0.44 0.29
C 0.77 -0.36 3.00
O -0.17 -0.51 2.16
C 0.45 -0.54 4.40
C -0.86 -0.86 4.75
C -1.22 -0.88 6.06
F -2.48 -1.24 6.40
C -0.33 -0.52 7.09
C 0.99 -0.24 6.73
C 1.39 -0.27 5.39
N -0.76 -0.36 8.40
C -2.13 -0.07 8.77
C -2.11 0.86 9.99
N -0.81 1.60 9.97
C 0.35 0.69 10.29
C 0.09 -0.63 9.54
H 4.48 1.93 7.22
H 2.75 2.05 6.88
H 3.92 2.44 5.63
H 3.61 -0.37 6.82
H 4.68 0.08 5.52
H 4.01 0.41 3.45
H -1.59 -1.09 3.98
H 1.68 0.09 7.50
H -2.71 -0.96 9.00
H -2.62 0.44 7.94
H -2.16 0.33 10.94
H -2.92 1.59 9.96
H -0.82 2.40 10.61
H -0.67 1.97 9.01
H 0.37 0.56 11.37
H 1.25 1.20 9.96
H -0.38 -1.36 10.21
H 1.04 -1.07 9.23
C -1.78 4.90 -2.45
N -0.84 3.93 -1.90
C 0.53 4.03 -1.89
C 0.99 2.95 -1.21
N -0.09 2.19 -0.82
C -1.18 2.82 -1.24
H -1.23 5.65 -3.00
H -2.34 5.38 -1.64
H -2.48 4.40 -3.12
H 1.04 4.84 -2.38
H 2.00 2.63 -1.01
H -2.19 2.50 -1.06
Cl -0.06 3.13 7.22
C -0.71 2.79 5.61
C 0.13 2.93 4.52
C -0.38 2.73 3.25
C -1.72 2.39 3.06
C -2.54 2.27 4.18
C -2.05 2.46 5.46
C -2.37 2.24 1.69
O -3.23 3.05 1.39
O -2.05 1.22 0.96
H 1.17 3.22 4.66
H 0.27 2.85 2.39
H -3.59 2.05 4.04
H -2.70 2.39 6.32
*
```

Computed properties:
ΔE to the lowest compared entry with this formula, charge and spin: 0.00 kcal/mol

Atom charges from the Mulliken analysis, given in e for atoms 1 to 4: Pt 0.494; C -0.776; C -1.124; N 0.232

***

# 2
This record from the OMol25 dataset describes C25H25N5O3S2 in the gas phase at a distorted geometry. The level of theory is ωB97M-V with the def2-TZVPD basis set.

ORCA input file:
```
! wB97M-V def2-TZVPD RIJCOSX def2/J DEFGRID3
* xyz 0 1
C -4.43 -3.76 -1.53
C -3.41 -3.04 -0.69
C -2.07 -3.24 -0.95
C -1.13 -2.57 -0.16
N 0.23 -2.56 -0.21
C 0.62 -1.75 0.74
C 2.01 -1.45 1.00
C 2.46 -0.77 2.14
C 3.81 -0.46 2.25
C 4.64 -0.82 1.20
S 6.32 -0.25 1.11
C 6.57 -0.41 -0.69
C 5.33 0.01 -1.47
O 4.99 -0.53 -2.49
N 4.70 1.12 -0.93
C 3.33 1.31 -0.85
C 2.85 2.13 0.18
C 1.49 2.23 0.41
C 0.62 1.51 -0.39
S -1.11 1.60 0.03
O -1.24 1.48 1.45
O -1.87 0.72 -0.81
N -1.45 3.21 -0.36
C -2.50 3.80 0.42
C -3.38 4.85 -0.18
C -3.94 3.49 0.14
C 1.07 0.73 -1.43
C 2.43 0.64 -1.68
N 4.24 -1.51 0.15
C 2.97 -1.83 0.05
N -0.43 -1.22 1.45
C -1.57 -1.71 0.87
C -2.92 -1.51 1.12
C -3.83 -2.17 0.33
C -5.30 -1.97 0.57
H -5.07 -3.04 -2.05
H -3.94 -4.39 -2.27
H -5.07 -4.38 -0.91
H -1.73 -3.90 -1.73
H 1.78 -0.48 2.92
H 4.20 0.07 3.11
H 7.42 0.23 -0.93
H 6.80 -1.44 -0.94
H 5.21 1.56 -0.17
H 3.55 2.66 0.81
H 1.10 2.83 1.21
H -1.65 3.26 -1.35
H -2.19 3.89 1.45
H -3.23 5.11 -1.22
H -3.67 5.69 0.44
H -4.16 2.82 -0.68
H -4.62 3.39 0.97
H 0.36 0.19 -2.03
H 2.81 0.01 -2.47
H 2.67 -2.40 -0.82
H -0.42 -0.44 2.09
H -3.23 -0.83 1.90
H -5.78 -1.56 -0.32
H -5.46 -1.27 1.40
H -5.79 -2.91 0.81
*
```

Computed properties:
SMILES: Cc1cc2nc(-c3ccc(SCC(=O)Nc4ccc(S(=O)(=O)NC5CC5)cc4)nc3)[nH]c2cc1C
ΔE to the lowest compared entry with this formula, charge and spin: 57.13 kcal/mol

Atom charges from the Mulliken analysis, given in e for atoms 1 to 4: C -1.685; C 1.480; C -1.452; C 0.731

***

# 3
This record from the OMol25 dataset describes 2 unconnected molecules or ions with the total composition C2H8N at a distorted geometry. The level of theory is ωB97M-V with the def2-TZVPD basis set.

ORCA input file:
```
! wB97M-V def2-TZVPD RIJCOSX def2/J DEFGRID3
* xyz 1 1
N 0.81 -1.47 0.55
H 1.82 -1.35 0.66
H 0.57 -1.75 1.51
H 0.46 -2.15 -0.12
H 0.35 -0.56 0.30
C -0.46 1.62 0.05
C -0.84 0.69 -0.85
H 0.55 1.91 0.28
H -1.30 2.28 0.27
H -0.11 0.16 -1.46
H -1.86 0.61 -1.18
*
```

Computed properties:
ΔE to the lowest compared entry with this formula, charge and spin: 31.12 kcal/mol

Atom charges from the Mulliken analysis, given in e for atoms 1 to 4: N -0.420; H 0.395; H 0.396; H 0.415

***

# 4
This record from the OMol25 dataset describes C2H3ClN2O4 in the gas phase at a distorted geometry. The level of theory is ωB97M-V with the def2-TZVPD basis set.

ORCA input file:
```
! wB97M-V def2-TZVPD RIJCOSX def2/J DEFGRID3
* xyz 0 1
C 1.28 -0.11 -0.45
C -0.13 0.13 -0.26
Cl -1.00 0.49 -1.89
N -0.64 1.24 0.72
O 0.03 2.16 1.05
O -1.79 1.13 1.01
N -0.78 -1.11 0.29
O -0.89 -1.21 1.46
O -1.00 -1.94 -0.59
H 1.36 -0.85 -1.25
H 1.98 0.76 -0.51
H 1.59 -0.69 0.45
*
```

Computed properties:
SMILES: CC(Cl)([N+](=O)[O-])[N+](=O)[O-]
ΔE to the lowest compared entry with this formula, charge and spin: 0.00 kcal/mol

Atom charges from the Mulliken analysis, given in e for atoms 1 to 4: C -1.160; C 0.591; Cl -0.122; N 0.926

***

# 5
This record from the OMol25 dataset describes C6H10 in the gas phase at a distorted geometry. The level of theory is ωB97M-V with the def2-TZVPD basis set.

ORCA input file:
```
! wB97M-V def2-TZVPD RIJCOSX def2/J DEFGRID3
* xyz 0 1
C -1.46 0.45 1.33
C -0.67 -0.22 0.22
C 0.51 -1.07 0.70
C 1.52 -0.91 -0.16
C 1.09 -0.04 -1.36
C 0.00 0.78 -0.73
H -0.81 1.08 1.94
H -1.94 -0.30 1.98
H -2.25 1.08 0.90
H -1.33 -0.86 -0.38
H 0.35 -1.65 1.62
H 2.52 -0.96 -0.52
H 1.89 0.57 -1.82
H 0.77 -0.74 -2.14
H -0.68 1.23 -1.45
H 0.49 1.57 -0.14
*
```

Computed properties:
SMILES: C[C@@H]1C=CCC1
ΔE to the lowest compared entry with this formula, charge and spin: 27.43 kcal/mol

Atom charges from the Mulliken analysis, given in e for atoms 1 to 4: C -1.517; C 0.558; C -0.684; C -0.245

***

# 6
This record from the OMol25 dataset describes 7 unconnected molecules or ions with the total composition C20H43N8O6PS2 at a distorted geometry. The level of theory is ωB97M-V with the def2-TZVPD basis set.

ORCA input file:
```
! wB97M-V def2-TZVPD RIJCOSX def2/J DEFGRID3
* xyz 0 1
S -3.52 -0.34 -0.64
C -2.40 -1.02 -1.48
N -1.52 -1.53 -2.14
P -1.42 -3.28 -2.20
N -0.57 -3.68 -0.71
C -0.75 -3.00 0.28
S -0.98 -2.14 1.55
H -2.75 -3.64 -1.86
C 2.54 2.32 2.52
N 1.10 2.24 2.73
C 0.30 1.51 1.76
C 0.49 2.80 3.79
O -0.71 2.76 3.99
H 2.74 2.81 1.56
H 2.95 1.31 2.49
H 3.01 2.88 3.32
H -0.45 2.17 1.32
H -0.21 0.69 2.25
H 0.95 1.13 0.98
H 1.19 3.32 4.46
C -5.11 -7.20 -4.97
N -4.47 -6.09 -4.30
C -3.02 -6.02 -4.25
C -5.19 -5.10 -3.72
O -4.70 -4.14 -3.14
H -4.83 -8.14 -4.50
H -4.82 -7.23 -6.02
H -6.19 -7.10 -4.91
H -2.68 -6.02 -3.22
H -2.67 -5.11 -4.73
H -2.61 -6.88 -4.76
H -6.28 -5.25 -3.80
C 1.26 6.76 -1.66
N 1.48 5.51 -0.98
C 0.34 4.67 -0.63
C 2.71 5.08 -0.65
O 2.93 4.03 -0.07
H 0.63 7.42 -1.06
H 0.76 6.59 -2.62
H 2.21 7.26 -1.85
H 0.30 4.52 0.45
H 0.43 3.69 -1.10
H -0.57 5.15 -0.96
H 3.51 5.77 -0.94
C 6.31 2.89 0.26
N 6.19 1.44 0.25
C 7.37 0.62 0.42
C 5.00 0.84 0.11
O 4.82 -0.37 0.10
H 6.95 3.22 -0.56
H 6.73 3.24 1.20
H 5.32 3.33 0.13
H 7.51 -0.03 -0.45
H 7.28 -0.01 1.30
H 8.24 1.27 0.52
H 4.16 1.55 -0.01
C 3.70 -2.83 1.67
N 3.89 -4.09 2.36
C 2.73 -4.91 2.67
C 5.10 -4.54 2.72
O 5.31 -5.59 3.29
H 3.07 -2.16 2.26
H 3.23 -2.99 0.70
H 4.66 -2.34 1.50
H 2.65 -5.06 3.75
H 2.81 -5.88 2.20
H 1.83 -4.40 2.32
H 5.92 -3.85 2.43
C -6.95 3.96 0.50
N -6.87 2.55 0.80
C -8.09 1.76 0.81
C -5.71 1.93 1.07
O -5.60 0.75 1.33
H -7.58 4.48 1.23
H -7.36 4.12 -0.50
H -5.95 4.40 0.54
H -8.24 1.30 1.78
H -8.03 0.95 0.07
H -8.94 2.40 0.57
H -4.84 2.61 1.05
*
```

Computed properties:
SMILES: S=C=NPN=C=S.CN(C)C=O.CN(C)C=O.CN(C)C=O.CN(C)C=O.CN(C)C=O.CN(C)C=O

Atom charges from the Mulliken analysis, given in e for atoms 1 to 4: S -0.248; C 0.483; N -0.433; P 0.179

***

Number 1: E -2374.88809 a.u., highest occupied orbital energy -0.389 hartree. Number 2: E -2263.56598 a.u., highest occupied orbital energy -0.278 hartree. Number 3: E -135.45123 a.u., highest occupied orbital energy -0.545 hartree. Number 4: E -948.44447 a.u., highest occupied orbital energy -0.425 hartree. Number 5: E -234.55880 a.u., highest occupied orbital energy -0.337 hartree. Number 6: E -2815.07751 a.u., highest occupied orbital energy -0.318 hartree.